# 1
Computed, not measured: a single C4H9F molecule in a non-equilibrium geometry, with wB97M-V/def2-TZVPD.

Positions of all 14 atoms, in Å:
C1 0.735 -1.329 1.278
C2 0.590 0.101 0.756
C3 -0.545 0.218 -0.142
C4 -0.522 1.654 -0.764
H1 1.435 -1.240 2.199
H2 -0.191 -1.697 1.650
H3 1.171 -2.111 0.649
H4 0.401 0.713 1.709
H5 1.437 0.551 0.294
H6 -1.556 0.092 0.210
H7 -0.986 1.864 -1.895
H8 -0.923 2.312 0.019
H9 0.538 1.740 -0.994
F1 -0.319 -0.676 -1.180

Force components x, y, z for each atom (eV/Å):
2.7 0.3 1.8
-0.7 -0.4 3.4
-1.2 2.4 -2.9
-0.4 -0.5 -2.4
-1.0 -0.5 -1.4
-0.9 -0.2 0.3
-0.1 0.5 -0.3
0.1 -0.5 -1.4
0.9 -0.1 -0.3
-0.2 -0.8 0.7
0.5 -1.0 3.3
0.4 0.3 -0.6
0.1 1.0 0.3
-0.2 -0.6 -0.4

The calculation puts the molar mass at 76.114 g mol⁻¹. For the energy relative to the best compared isomer or geometry (same formula, charge and spin), the calculation gives 112.2 kJ/mol. The calculation puts the HOMO-LUMO gap at 12.242 eV. As for the max |F|: 3.9 eV/Å. Its SMILES is CC[C@@H](C)F. Its net charge is 0. The total energy comes out at -7010.5491 eV.

***

# 2
Computed, not measured: 2 unconnected molecules or ions with the total composition C4H9F2NS in a non-equilibrium geometry, with wB97M-V/def2-TZVPD.

Positions of all 17 atoms, in Å:
C1 0.895 1.259 -0.304
C2 0.092 -0.002 -2.226
C3 0.073 -1.140 1.767
C4 -1.030 0.005 -0.018
N1 -0.154 0.480 -0.927
F1 -1.763 0.937 0.661
F2 -1.824 -1.022 -0.340
S1 0.085 -0.449 3.355
H1 0.916 1.081 0.745
H2 1.731 0.912 -0.908
H3 0.772 2.300 -0.678
H4 1.178 -0.483 -2.198
H5 -0.826 -0.589 -2.493
H6 0.278 0.862 -2.819
H7 1.113 -1.133 1.324
H8 -0.430 -2.076 1.571
H9 -1.106 -0.942 3.490

Force components x, y, z for each atom (eV/Å):
-0.2 0.9 -3.1
1.2 -1.6 0.4
1.2 1.5 -3.9
0.9 -2.2 3.7
-1.3 0.6 2.1
0.3 -0.3 -0.7
-0.1 0.6 -0.9
0.4 0.1 0.0
0.3 0.2 0.7
1.1 0.0 0.9
0.1 -0.2 1.1
-2.3 -0.1 -0.4
1.5 0.2 -0.5
-0.4 0.6 -1.2
-1.2 -0.2 0.5
-0.1 -0.1 0.4
-1.3 -0.1 1.0

The calculation puts the molar mass at 141.186 g mol⁻¹. For the energy relative to the best compared isomer or geometry (same formula, charge and spin), the calculation gives 0.0 kJ/mol. The calculation puts the HOMO-LUMO gap at 7.811 eV. As for the max |F|: 4.4 eV/Å. Its net charge is 0. The total energy comes out at -22050.4325 eV.

***

# 3
Computed, not measured: 2 unconnected molecules or ions with the total composition C4H9FN in a non-equilibrium geometry, with wB97M-V/def2-TZVPD.

Positions of all 15 atoms, in Å:
C1 1.336 0.326 1.388
C2 0.879 1.397 0.421
C3 0.442 0.003 0.299
C4 -0.854 -0.631 0.115
N1 -1.289 -0.782 -1.298
F1 1.156 -0.975 -1.390
H1 2.469 0.064 1.331
H2 0.759 0.214 2.419
H3 0.342 2.284 0.716
H4 1.642 1.582 -0.301
H5 -1.654 0.111 0.614
H6 -1.013 -1.565 0.690
H7 -2.254 -0.435 -1.285
H8 -1.257 -1.580 -1.911
H9 -0.705 -0.011 -1.808

Force components x, y, z for each atom (eV/Å):
0.7 -1.2 2.0
0.6 -0.2 -0.4
1.2 -0.6 -2.7
-2.7 -0.5 2.6
-0.1 4.5 -0.9
-1.0 1.8 2.7
-2.3 0.2 0.3
1.6 0.2 -2.0
-0.7 -0.3 -0.1
0.6 0.4 -0.4
1.7 -1.4 -1.1
0.5 0.3 -0.7
0.0 -0.3 -0.5
0.8 -1.1 0.6
-1.0 -1.8 0.6

The calculation puts the molar mass at 90.121 g mol⁻¹. For the energy relative to the best compared isomer or geometry (same formula, charge and spin), the calculation gives 409.5 kJ/mol. The calculation puts the HOMO-LUMO gap at 10.439 eV. As for the max |F|: 4.6 eV/Å. Its net charge is +1. The total energy comes out at -8490.5131 eV.

***

# 4
Computed, not measured: 2 unconnected molecules or ions with the total composition C4H9FN in a non-equilibrium geometry, with wB97M-V/def2-TZVPD.

Positions of all 15 atoms, in Å:
C1 1.023 -0.650 -2.718
C2 1.234 -0.221 -1.575
C3 -0.445 0.969 1.760
C4 -0.264 -0.999 0.396
N1 -1.164 0.200 0.858
F1 2.006 0.424 -0.761
H1 1.568 -0.224 -3.561
H2 0.149 -1.248 -2.878
H3 -0.337 0.526 2.744
H4 0.603 1.341 1.476
H5 -0.861 1.945 1.941
H6 -0.739 -1.781 -0.108
H7 0.664 -1.007 0.882
H8 -1.930 -0.060 1.472
H9 -1.509 0.785 0.071

Force components x, y, z for each atom (eV/Å):
0.1 0.0 -4.3
-0.1 0.5 4.5
4.5 4.3 2.7
-2.7 1.9 1.7
0.5 -2.6 -2.0
0.8 0.7 -0.4
0.1 -0.4 -0.4
-0.2 -0.4 -0.3
-0.1 -0.5 -0.1
-1.3 -1.3 -0.3
-1.0 0.2 0.0
-0.6 -0.8 -0.7
1.0 0.0 0.4
-0.9 -0.9 -0.9
0.1 -0.7 0.2

The calculation puts the molar mass at 90.121 g mol⁻¹. For the energy relative to the best compared isomer or geometry (same formula, charge and spin), the calculation gives 225.8 kJ/mol. The calculation puts the HOMO-LUMO gap (alpha / beta) at 7.934 / 8.131 eV. As for the max |F|: 6.8 eV/Å. Its spin multiplicity is 3. Its net charge is +1. The total energy comes out at -8487.5158 eV.

***

# 5
Computed, not measured: a single C4H9FN2 molecule in a non-equilibrium geometry, with wB97M-V/def2-TZVPD.

Positions of all 16 atoms, in Å:
C1 0.548 1.126 0.404
C2 0.565 -0.412 0.136
C3 -0.650 -1.185 0.397
C4 1.723 -0.978 -0.159
H1 -0.543 2.758 -0.021
H2 -0.217 1.830 -1.333
H3 1.556 1.555 0.215
H4 0.308 1.334 1.481
H5 -0.418 -2.234 0.359
H6 -0.978 -0.936 1.420
H7 -2.537 -1.432 -0.428
H8 -1.868 0.031 -0.736
H9 1.822 -2.044 -0.275
N1 -0.458 1.808 -0.351
N2 -1.674 -0.964 -0.668
F1 2.819 -0.257 -0.441

Force components x, y, z for each atom (eV/Å):
0.9 -0.7 0.8
1.2 2.4 0.6
-1.2 -0.1 -0.4
-1.0 -0.1 -0.3
-0.1 0.1 -0.1
0.0 0.1 -0.1
-0.4 -0.5 0.2
0.3 -0.5 -0.7
0.2 -0.6 0.2
-0.2 -0.1 -0.2
0.0 -0.1 0.1
0.0 -0.1 0.1
0.4 -0.2 -0.1
-0.9 0.3 -0.6
0.5 0.2 0.5
0.4 -0.2 0.1

The calculation puts the molar mass at 104.128 g mol⁻¹. For the energy relative to the best compared isomer or geometry (same formula, charge and spin), the calculation gives 105.4 kJ/mol. The calculation puts the HOMO-LUMO gap at 10.098 eV. As for the max |F|: 2.7 eV/Å. Its SMILES is NCC(=CF)CN. Its net charge is 0. The total energy comes out at -9990.6716 eV.

***

# 6
Computed, not measured: a single C4H9FN2 molecule in a non-equilibrium geometry, with wB97M-V/def2-TZVPD.

Positions of all 16 atoms, in Å:
C1 0.685 -0.061 1.466
C2 0.575 -0.120 -0.047
C3 1.301 1.108 -0.661
C4 -1.018 -0.238 -0.294
H1 1.727 0.213 1.770
H2 -0.227 0.652 1.842
H3 0.371 -1.068 1.736
H4 1.658 1.049 -1.855
H5 2.263 1.067 -0.098
H6 0.747 1.939 -0.606
H7 -2.404 -1.340 -1.336
H8 -0.962 -2.281 -0.670
H9 -2.696 0.842 -0.023
N1 -1.495 -1.362 -0.663
N2 -1.612 0.908 -0.115
F1 1.088 -1.308 -0.444

Force components x, y, z for each atom (eV/Å):
-1.9 1.4 0.5
-2.5 1.5 0.2
3.5 -4.6 -3.0
2.7 6.1 0.8
-1.1 -0.3 0.2
2.8 -1.4 -0.7
0.4 -0.1 0.7
-1.3 -0.4 3.1
-0.6 0.9 -0.5
-1.9 3.1 0.8
3.0 -0.2 2.6
-0.8 2.2 -0.1
2.4 -0.2 -0.7
-4.0 -5.7 -3.6
-1.9 -1.2 0.4
1.2 -1.2 -0.8

The calculation puts the molar mass at 104.128 g mol⁻¹. For the energy relative to the best compared isomer or geometry (same formula, charge and spin), the calculation gives 175.5 kJ/mol. The calculation puts the HOMO-LUMO gap at 9.853 eV. As for the max |F|: 7.8 eV/Å. Its SMILES is [H]/N=C(\N)C(C)(C)F. Its net charge is 0. The total energy comes out at -9989.9448 eV.

***

# 7
Computed, not measured: a molecular structure, C4H9FN2O in a non-equilibrium geometry, with wB97M-V/def2-TZVPD.

Positions of all 17 atoms, in Å:
C1 -2.530 -0.024 0.677
C2 0.222 0.081 -0.171
C3 0.382 -1.430 -0.049
C4 1.444 1.956 0.132
H1 -3.409 -0.919 1.025
H2 -1.643 0.376 1.653
H3 -3.083 1.102 0.448
H4 -2.448 0.195 -1.400
H5 -0.197 -1.768 0.992
H6 -0.091 -2.031 -0.810
H7 1.072 2.377 1.259
H8 0.363 2.207 -0.587
H9 2.590 2.400 -0.242
N1 -1.832 -0.241 -0.600
N2 -0.802 0.785 -0.484
O1 1.509 0.636 0.106
F1 1.790 -1.815 0.097

Force components x, y, z for each atom (eV/Å):
-2.3 2.9 2.4
3.5 0.0 -0.1
0.0 -1.1 3.5
-1.3 6.0 -0.3
3.0 2.8 -1.1
-3.0 -2.0 -3.1
0.9 -3.2 1.5
1.2 -1.5 2.1
1.6 0.9 -2.5
0.2 0.2 -0.4
1.4 -0.9 -2.8
3.9 0.5 1.7
-3.7 -0.9 1.2
-1.7 1.3 -1.3
1.5 -2.0 0.1
-2.7 -3.7 -0.4
-2.7 0.7 -0.4

The calculation puts the molar mass at 120.127 g mol⁻¹. For the energy relative to the best compared isomer or geometry (same formula, charge and spin), the calculation gives 592.4 kJ/mol. The calculation puts the HOMO-LUMO gap at 10.028 eV. As for the max |F|: 6.2 eV/Å. Its net charge is 0. The total energy comes out at -12032.2412 eV.

***

# 8
Computed, not measured: a gas-phase ion, C4H9FN3 (charge +1) in a non-equilibrium geometry, with wB97M-V/def2-TZVPD.

Positions of all 17 atoms, in Å:
C1 -0.316 1.332 -0.694
C2 -0.333 -0.634 0.600
C3 -2.475 0.014 0.037
C4 2.316 -0.731 0.092
N1 -1.058 0.403 -0.109
N2 1.294 0.135 0.486
N3 0.965 1.064 -0.500
F1 -0.343 -1.866 0.202
H1 -0.698 2.217 -1.083
H2 -0.614 -0.539 1.614
H3 -2.887 0.441 0.944
H4 -2.931 0.392 -0.897
H5 -2.427 -1.129 0.072
H6 2.367 -1.456 0.843
H7 2.130 -1.242 -0.950
H8 3.308 -0.195 0.156
H9 1.703 1.795 -0.815

Force components x, y, z for each atom (eV/Å):
1.3 -2.7 2.0
4.5 4.2 0.4
0.2 -0.1 -1.8
1.7 -0.7 -2.8
-0.1 -2.3 0.6
-4.9 -0.3 0.4
1.2 3.5 -1.6
-0.2 -0.8 -1.2
-0.5 1.2 -1.1
0.1 -0.4 1.3
-0.2 0.0 0.0
-0.6 -0.5 0.8
-0.8 1.8 -0.2
0.2 -1.4 1.0
0.6 0.9 1.9
-1.0 -0.5 -0.5
-1.6 -1.9 0.9

The calculation puts the molar mass at 118.135 g mol⁻¹. For the energy relative to the best compared isomer or geometry (same formula, charge and spin), the calculation gives 267.9 kJ/mol. The calculation puts the HOMO-LUMO gap at 9.778 eV. As for the max |F|: 6.1 eV/Å. Its SMILES is CN1C=[NH+]N(C)[C@@H]1F. Its net charge is +1. The total energy comes out at -11472.1288 eV.